75
Properties=species:S:1:pos:R:3:lowdin_charge:R:1 method="wB97M-V/def2-TZVPD" total_charge=+3 e_above_lowest_ev=0.000 spin_multiplicity=5 energy_ha=-7409.0946 s2=6.0082 e_homo_ev="-15.30 / -15.30" gap_ha="0.191 / 0.200"
Pm 1.03599 0.30711 0.71854 1.032
P -0.47306 -2.07706 0.68081 0.693
P 2.03021 -0.79193 -1.71227 0.672
P -1.69790 1.31282 1.30669 0.712
H 1.03692 6.43317 -4.65020 0.033
C 0.96686 6.93005 -3.67922 -0.072
C 1.55801 6.41039 -2.54990 -0.080
H 2.19423 5.49175 -2.43372 0.047
C -1.75943 -2.46552 -0.58067 -0.227
C 0.52163 -3.61600 0.53335 -0.236
C -1.47233 -2.48613 2.16785 -0.235
C 2.49370 0.56389 -2.84085 -0.250
C 3.59123 -1.76030 -1.63022 -0.256
C 1.08343 -1.88306 -2.84482 -0.276
C -1.95886 3.04825 0.75363 -0.249
C -2.22795 1.47345 3.07341 -0.250
C -3.20175 0.50284 0.58433 -0.262
H 0.37398 7.87050 -3.84114 0.080
H 1.44380 6.92174 -1.59014 0.036
H -2.16553 -3.46294 -0.34688 0.083
H -1.31257 -2.42117 -1.57888 0.019
H -2.52585 -1.68290 -0.56551 0.019
H -0.16165 -4.47234 0.41097 0.082
H 1.16051 -3.73975 1.41927 0.031
H 1.19196 -3.52054 -0.33126 0.025
H -2.01330 -3.42622 1.97032 0.083
H -2.16242 -1.65803 2.38391 0.027
H -0.81908 -2.58743 3.04444 0.024
H 3.15013 0.15713 -3.62083 0.080
H 3.02283 1.34596 -2.28391 0.054
H 1.57456 0.98619 -3.26951 0.017
H 3.86797 -2.07150 -2.64819 0.074
H 3.46901 -2.65340 -1.00239 0.032
H 4.38674 -1.14472 -1.18953 0.060
H 1.76312 -2.29099 -3.60701 0.080
H 0.29922 -1.29392 -3.34174 -0.049
H 0.58227 -2.69116 -2.29832 0.022
H -2.91957 3.42556 1.13565 0.076
H -1.92602 3.08228 -0.34234 0.038
H -1.14181 3.67528 1.12734 0.056
H -2.91860 2.31753 3.18909 0.070
H -1.34906 1.65250 3.71002 0.031
H -2.72707 0.56847 3.44524 0.054
H -4.10632 1.07715 0.84906 0.085
H -3.30412 -0.52360 0.95830 0.025
H -3.10491 0.44531 -0.51226 0.002
C -1.78815 2.05379 -3.84840 -0.627
C -0.73233 2.97711 -3.67484 -0.160
C -0.79901 4.15453 -4.40797 -0.060
C -2.00278 4.52822 -5.03691 -0.033
C -3.07628 3.63357 -5.13836 -0.049
C -2.98031 2.40816 -4.49409 -0.100
Se -1.46682 0.42505 -2.98804 0.946
H -1.55685 1.30054 -1.72351 -0.120
H 0.11730 2.80554 -2.99506 0.081
H 0.05191 4.83212 -4.42673 0.060
H -2.18196 5.52269 -5.45923 0.124
H -4.01678 3.87373 -5.63496 0.125
H -3.78714 1.68678 -4.47860 0.108
C 0.19448 -0.43643 4.86446 -0.007
N 1.24906 -1.23277 4.29450 -0.118
C 1.38599 -2.59173 4.47565 0.001
C 2.42038 -2.99964 3.69289 0.000
N 2.88675 -1.88294 3.03035 -0.124
C 3.92661 -1.91258 2.02358 -0.010
C 2.13437 -0.78848 3.34753 -0.754
Se 2.55125 0.97330 2.97717 0.726
H 0.03814 -0.77948 5.89949 0.134
H -0.72838 -0.57146 4.28687 0.075
H 0.53839 0.59450 4.82172 0.064
H 0.79048 -3.14603 5.19841 0.163
H 2.91502 -3.96103 3.61065 0.160
H 4.80648 -2.41735 2.46802 0.136
H 3.55444 -2.47456 1.14179 0.082
H 4.17707 -0.88240 1.71811 0.064


9
Properties=species:S:1:pos:R:3:lowdin_charge:R:1 method="wB97M-V/def2-TZVPD" total_charge=0 e_above_lowest_ev=4.719 spin_multiplicity=3 energy_ha=-644.0162 s2=2.0084 e_homo_ev="-5.00 / -9.16" gap_ha="0.204 / 0.208"
C 0.00098 -1.38873 -0.26403 -0.732
C 0.56751 -2.30067 -1.12978 -0.707
C -0.38562 0.01463 -0.25585 -0.065
N 1.00563 -0.41987 -0.08863 0.071
O 1.16485 -2.67454 -2.06568 0.052
S -0.05443 -3.04979 0.43607 1.050
H -0.61355 0.50672 -1.19177 0.115
H -0.93110 0.36510 0.61104 0.109
H 1.38527 -0.26886 0.84197 0.109


13
Properties=species:S:1:pos:R:3:lowdin_charge:R:1 method="wB97M-V/def2-TZVPD" total_charge=0 e_above_lowest_ev=1.242 spin_multiplicity=1 smiles=Nc1cc[nH]c1O energy_ha=-340.7493 e_homo_ev=-7.38 gap_ha=0.306
N -1.88254 0.66738 0.05977 0.075
C -0.49448 0.36762 0.01660 -0.303
C 0.66903 1.14670 0.24818 -0.048
C 1.75110 0.31620 0.07856 -0.137
N 1.29474 -0.94364 -0.22934 0.085
C -0.06817 -0.90474 -0.23942 -0.371
O -0.87252 -1.99808 -0.17815 0.060
H -2.30060 0.43378 -0.83777 0.090
H -2.04916 1.64981 0.24027 0.078
H 0.70378 2.18812 0.53679 0.096
H 2.80580 0.53028 0.12072 0.102
H 1.85370 -1.76493 -0.39539 0.157
H -1.41067 -1.68850 0.57919 0.116


7
Properties=species:S:1:pos:R:3:lowdin_charge:R:1 method="wB97M-V/def2-TZVPD" total_charge=0 e_above_lowest_ev=0.316 spin_multiplicity=1 smiles=SS.S energy_ha=-1196.9267 e_homo_ev=-8.64 gap_ha=0.325
S -1.27450 2.52364 -1.40834 0.214
S -1.81323 0.49760 -1.43478 0.211
H -0.16547 2.34744 -0.68331 -0.213
H -3.04766 0.68219 -1.91395 -0.212
S 3.03829 -2.89704 2.70318 0.460
H 2.84421 -1.57466 2.77753 -0.230
H 1.82819 -3.07278 2.15758 -0.229


26
Properties=species:S:1:pos:R:3:lowdin_charge:R:1 method="wB97M-V/def2-TZVPD" total_charge=0 e_above_lowest_ev=4.395 spin_multiplicity=1 energy_ha=-896.0109 e_homo_ev=-8.59 gap_ha=0.337
C -1.20345 -1.50493 -1.43309 -0.148
C -2.31044 -0.31337 0.66429 -0.110
C 0.32148 -1.17000 -1.84012 -0.153
C -1.48433 -1.43337 0.01656 -0.240
C -0.05702 0.86727 -0.35141 -0.119
C 1.40076 0.62596 -0.45000 -0.253
C -0.83454 -0.19148 0.63526 -0.434
C 2.47491 1.76367 -0.61092 0.003
N 0.53552 0.19234 -1.51543 -0.056
N 0.20452 1.17652 2.60952 -0.167
O 1.11970 -1.07403 2.24194 -0.512
S -0.21294 -0.49018 2.37306 0.914
H -1.81474 -0.80028 -1.85988 0.074
H -1.57925 -2.53417 -1.83953 0.146
H -2.94302 0.45640 0.04474 0.151
H -2.84087 -0.47179 1.55523 0.065
H 0.92977 -1.87071 -1.35553 0.093
H 0.24179 -1.35772 -3.00555 0.144
H -1.28859 -2.37759 0.47792 0.128
H -0.60914 1.71022 -0.44942 0.102
H 1.73736 -0.27769 0.07507 0.129
H 2.77448 1.99306 0.34880 0.048
H 2.03647 2.59322 -1.12556 0.070
H 3.15738 1.43174 -1.29793 0.041
H -0.59334 1.75909 2.68737 0.028
H 0.83750 1.29783 3.40461 0.055


16
Properties=species:S:1:pos:R:3:lowdin_charge:R:1 method="wB97M-V/def2-TZVPD" total_charge=0 e_above_lowest_ev=0.576 spin_multiplicity=1 smiles=CCS.CSS energy_ha=-1314.8269 e_homo_ev=-8.78 gap_ha=0.340
C 4.50948 2.37147 2.10882 -0.160
C 2.98829 2.15037 2.16990 -0.672
S 2.06669 2.94162 3.48121 0.684
H 4.82002 2.36469 3.13523 0.045
H 4.80395 3.29051 1.61749 0.069
H 4.96582 1.46588 1.71145 0.068
H 2.56327 2.50545 1.22596 0.058
H 2.73468 1.09971 2.04974 0.060
H 2.48109 2.19059 4.50840 -0.152
C -4.58374 -3.08749 -3.97727 -0.514
S -3.80640 -1.77869 -2.99485 0.361
S -4.93281 -2.06398 -1.25245 0.289
H -3.79932 -3.80503 -4.23657 0.024
H -4.93373 -2.66992 -4.92097 0.022
H -5.38875 -3.66128 -3.55033 0.019
H -4.48855 -3.31391 -1.07576 -0.200


12
Properties=species:S:1:pos:R:3:lowdin_charge:R:1 method="wB97M-V/def2-TZVPD" total_charge=0 e_above_lowest_ev=7.524 spin_multiplicity=1 smiles="C=Nn1onn/c1=N/O" energy_ha=-501.9578 e_homo_ev=-10.11 gap_ha=0.321
C -1.43011 2.03043 -0.41616 0.012
N -0.36440 1.38661 -0.23146 -0.031
N -0.23988 0.24827 0.52804 -0.002
O -1.53053 -0.57258 0.78610 -0.055
N -1.21722 -1.71728 0.16036 0.059
N -0.18041 -1.63450 -0.79604 0.113
C 0.66176 -0.53943 -0.43903 -0.351
N 1.94152 -0.41897 -0.40609 0.100
O 2.40598 0.57894 0.58641 -0.057
H -2.35140 1.59397 -0.15095 0.058
H -1.45516 3.00668 -0.97728 0.102
H 1.83587 1.35358 0.49553 0.052


16
Properties=species:S:1:pos:R:3:lowdin_charge:R:1 method="wB97M-V/def2-TZVPD" total_charge=0 e_above_lowest_ev=4.114 spin_multiplicity=1 smiles="C/C=N/NNCO" energy_ha=-359.0932 e_homo_ev=-9.10 gap_ha=0.374
C 0.29164 -2.54923 -1.92415 -0.085
C 0.24719 -1.04601 -1.66081 -0.269
N 0.29027 -0.63761 -0.48968 0.057
N 0.05890 0.86533 -0.29477 -0.091
N -0.58785 1.19866 0.91252 -0.070
C 0.29928 1.60113 2.07363 -0.259
O -0.44661 2.32895 3.02460 -0.078
H 1.28877 -2.75367 -2.08381 0.031
H -0.21804 -3.10781 -1.08697 0.087
H -0.34718 -2.92631 -2.79254 0.091
H 0.07962 -0.53729 -2.57752 0.096
H -0.31880 1.20671 -1.17957 0.097
H -1.25435 0.51394 1.15624 0.085
H 0.65783 0.73789 2.72347 0.131
H 1.05473 2.30927 1.68828 0.114
H -1.09541 2.79605 2.51109 0.063


21
Properties=species:S:1:pos:R:3:lowdin_charge:R:1 method="wB97M-V/def2-TZVPD" total_charge=0 e_above_lowest_ev=3.243 spin_multiplicity=1 smiles=C[C@@H]1[C@H](C)C[C@@H]1C energy_ha=-274.9971 e_homo_ev=-8.70 gap_ha=0.360
C -0.00940 1.59340 0.33670 -0.087
C -0.13501 0.59093 -0.80630 -0.296
C -1.21269 -0.51301 -0.54086 -0.324
C -2.40322 -0.22012 0.37578 -0.078
C -0.07089 -1.42295 -0.01297 -0.127
C 0.95880 -0.51531 -0.72311 -0.182
C 2.52582 -0.15709 0.15986 -0.050
H 0.86706 2.22884 0.17912 0.075
H 0.11606 1.08849 1.30252 0.078
H -0.89011 2.24067 0.40997 0.078
H -0.27173 1.14126 -1.74793 0.130
H -1.60207 -0.89605 -1.49402 0.134
H -2.08509 0.14079 1.36056 0.069
H -3.07367 0.53761 -0.05244 0.078
H -3.00189 -1.12608 0.53793 0.076
H -0.14432 -2.49981 -0.20341 0.104
H 0.01400 -1.27281 1.07339 0.105
H 1.88427 -0.68214 -1.23505 0.061
H 2.21188 -0.16273 1.18382 0.028
H 3.35392 -0.90402 0.03496 0.068
H 2.96828 0.81012 -0.13850 0.059


18
Properties=species:S:1:pos:R:3:lowdin_charge:R:1 method="wB97M-V/def2-TZVPD" total_charge=+2 spin_multiplicity=5 energy_ha=-805.3506 s2=6.0311 e_homo_ev="-16.32 / -19.36" gap_ha="0.275 / 0.246"
Pt -0.37593 -0.43726 0.17523 1.092
C -1.23450 -2.46905 -0.96438 -0.046
H -1.63430 -2.83921 -0.04705 0.052
H -2.04110 -2.36254 -1.67554 0.066
H -0.65282 -3.28231 -1.37916 0.074
H -0.27304 -1.58332 -1.15866 -0.044
H 0.60773 -0.71810 -1.10390 0.001
S 1.57098 -0.63938 1.35727 0.930
C 1.51796 1.04625 1.47286 -0.656
C 2.31882 2.00304 2.10966 0.035
C 1.97209 3.35782 1.97138 0.045
C 0.88834 3.68636 1.17126 0.044
C 0.13495 2.71045 0.51328 -0.006
N 0.42168 1.39173 0.67935 -0.208
H 3.20784 1.75348 2.69733 0.153
H 2.58343 4.08493 2.51215 0.155
H 0.63418 4.76016 1.09677 0.159
H -0.73011 2.91994 -0.12998 0.155


44
Properties=species:S:1:pos:R:3:lowdin_charge:R:1 method="wB97M-V/def2-TZVPD" total_charge=+1 spin_multiplicity=1 energy_ha=-2778.9784 e_homo_ev=-11.56 gap_ha=0.215
Au 0.08576 0.85492 -0.98376 1.450
O -3.64671 -2.68470 -0.07986 0.091
C -3.38607 -2.36368 1.17291 -0.248
C -4.10309 -2.91164 2.24946 -0.003
C -3.82391 -2.54094 3.54311 -0.039
C -2.80116 -1.61806 3.80637 -0.048
C -2.09428 -1.04779 2.76383 0.001
C -2.36374 -1.40125 1.44208 -0.072
C -1.60822 -0.77954 0.37665 -0.332
O -0.88393 0.27594 0.66454 -0.147
N -1.62685 -1.27425 -0.84595 0.123
N -0.89413 -0.60220 -1.68555 -0.153
C -0.66151 -0.90177 -2.98679 0.027
C 0.24265 -0.06336 -3.61699 -0.213
C 0.63963 -0.14622 -4.97638 0.032
C 1.64086 0.66336 -5.44075 -0.003
C 2.25623 1.57169 -4.56307 0.008
C 1.79831 1.67690 -3.26450 -0.057
N 0.81284 0.91454 -2.80869 -0.052
H -4.34271 -3.35894 -0.15191 0.140
H -4.88865 -3.62548 2.04692 0.121
H -4.39991 -2.96156 4.35330 0.118
H -2.57121 -1.35329 4.82564 0.111
H -1.31392 -0.32600 2.94230 0.121
H -1.15860 -1.73940 -3.44894 0.154
H 0.14519 -0.85914 -5.61601 0.131
H 1.96403 0.59713 -6.46821 0.130
H 3.07981 2.18698 -4.88049 0.124
H 2.21439 2.37407 -2.55153 0.133
F 1.70994 5.07107 1.15172 0.167
C 2.29563 3.92698 1.46873 -0.673
F 3.28535 3.70462 0.61969 0.157
F 2.78278 4.00890 2.69173 0.182
S 0.99364 2.56496 1.33258 0.642
O 1.01751 2.44435 -0.16921 -0.458
O -0.20686 3.06267 1.88400 -0.213
N 1.49782 1.27528 2.02909 -0.277
S 2.58690 0.35402 1.30771 0.619
O 2.12913 -0.10888 0.01319 -0.369
O 3.90415 0.86483 1.37633 -0.228
C 2.45564 -1.15045 2.42494 -0.674
F 3.43097 -1.99982 2.14438 0.169
F 1.28945 -1.76112 2.20738 0.138
F 2.51684 -0.81370 3.69999 0.169


72
Properties=species:S:1:pos:R:3:lowdin_charge:R:1 method="wB97M-V/def2-TZVPD" total_charge=-1 e_above_lowest_ev=0.336 spin_multiplicity=1 energy_ha=-4652.6301 e_homo_ev=-1.91 gap_ha=0.127
C -2.83221 -3.30650 -2.64934 -0.069
C -2.63680 -2.49217 -3.92580 -0.439
O -2.46602 -3.42334 -4.98529 -0.094
C -3.75218 -1.44997 -4.25462 -0.340
N -4.76574 -1.86144 -5.16131 -0.154
C -5.99623 -2.16660 -4.53959 -0.453
C -6.23593 -3.58823 -3.99835 -0.756
C -7.65485 -3.82318 -3.51427 -0.204
Br -5.85745 -4.91709 -5.38204 0.600
H -1.88561 -3.42987 -2.11621 0.047
H -3.20454 -4.30539 -2.88285 0.068
H -3.51850 -2.81758 -1.95075 0.061
H -1.70825 -1.90935 -3.81240 0.109
H -2.77804 -2.97919 -5.77665 0.060
H -4.14620 -1.08765 -3.27881 0.085
H -3.20533 -0.59233 -4.69891 0.079
H -6.16617 -1.51581 -3.64683 0.094
H -6.82419 -1.96625 -5.24327 0.086
H -5.53714 -3.76801 -3.17960 0.062
H -7.88573 -3.15863 -2.67650 0.066
H -8.37378 -3.65089 -4.31798 0.060
H -7.78610 -4.85433 -3.17839 0.050
C 0.83844 -3.15334 0.41779 -0.101
C 0.19082 -2.23632 1.43710 -0.110
O 0.17717 -0.98116 0.73840 0.046
C 0.21399 -1.23503 -0.59280 -0.573
O 0.04648 -0.40551 -1.42914 0.153
O 0.47107 -2.53564 -0.82279 0.068
H 0.45969 -4.17024 0.45379 0.122
H 1.92800 -3.15998 0.49248 0.130
H -0.83288 -2.52590 1.65650 0.114
H 0.74991 -2.13755 2.36358 0.132
C 0.55353 3.29264 -0.02687 -0.087
C 1.57330 2.22943 -0.38245 -0.089
O 2.58403 2.43878 0.62633 0.060
C 2.00779 3.03714 1.68273 -0.596
O 2.54370 3.19745 2.73964 0.126
O 0.75980 3.44235 1.39055 0.066
H -0.47036 2.99218 -0.22633 0.137
H 0.75643 4.25102 -0.50633 0.133
H 1.17246 1.22600 -0.28119 0.096
H 2.00190 2.34898 -1.37267 0.139
C -2.58901 -5.07499 5.21987 -0.113
C -2.40337 -3.61275 4.85657 -0.107
O -1.58535 -3.69732 3.68417 0.036
C -1.76123 -4.92064 3.12270 -0.561
O -1.33535 -5.23689 2.06185 0.177
O -2.46951 -5.72108 3.94896 0.068
H -3.55704 -5.29770 5.65904 0.132
H -1.79794 -5.44490 5.87423 0.131
H -3.34225 -3.12608 4.59035 0.135
H -1.89671 -3.03076 5.62111 0.132
C 3.85481 6.10935 2.05923 -0.097
C 3.24324 6.99977 3.12102 -0.103
O 3.19758 8.27336 2.46236 0.054
C 3.18786 8.06074 1.12404 -0.580
O 2.98327 8.90593 0.31211 0.152
O 3.43201 6.76470 0.84766 0.066
H 3.48563 5.09105 2.09451 0.100
H 4.94388 6.08913 2.08460 0.104
H 2.22530 6.70449 3.38133 0.132
H 3.84088 7.07184 4.02543 0.130
C 7.04195 2.41981 1.27555 -0.108
C 8.42831 2.78903 0.77489 -0.112
O 8.27410 4.17496 0.44880 0.064
C 7.23713 4.66797 1.16217 -0.564
O 6.93466 5.81495 1.22962 0.161
O 6.56952 3.67062 1.78312 0.060
H 7.04358 1.67635 2.06715 0.132
H 6.37722 2.09601 0.47381 0.135
H 9.18946 2.69648 1.55125 0.130
H 8.73912 2.23506 -0.10610 0.131


no.,molar mass (g mol⁻¹)
1,733.5
2,101.1
3,98.1
4,100.2
5,186.3
6,142.3
7,129.1
8,103.1
9,98.2
10,322.3
11,717.4
12,635.4